Entry 1:
73
Properties=species:S:1:pos:R:3:forces:R:3 method="wB97M-V/def2-TZVPD" homo_ev="-13.108 / -13.108" e_above_lowest_kj_mol=142.08 orbital_gap_ev="6.07 / 3.21" spin_multiplicity=2 charge=+2 s2=0.758
Ir 1.1545 -1.0750 0.3422 0.73 0.61 -1.16
C -1.1235 -2.9609 -2.9000 -0.06 -0.10 -0.11
C -0.1315 -2.7384 -1.9468 -0.02 0.14 0.04
N -0.2429 -1.7585 -1.0566 -0.09 0.38 -0.64
C -1.3842 -1.0066 -1.1098 0.07 0.13 0.66
C -2.3319 -1.2476 -2.0831 -0.12 -0.07 -0.06
N -2.2126 -2.2160 -2.9874 0.16 0.04 0.15
C -1.5395 0.0550 -0.0623 0.31 -0.15 -0.07
C -2.5325 1.0160 0.0361 0.14 0.10 -0.01
C -2.3967 1.9980 1.0187 -0.07 0.00 0.03
C -1.2899 2.0257 1.8654 0.01 -0.09 -0.14
C -0.3271 1.0415 1.7060 0.01 -0.11 -0.09
N -0.5294 0.0769 0.8092 -0.57 -0.65 0.68
C 0.9830 0.9261 2.4068 -0.35 -0.31 -0.14
C 1.4066 1.7982 3.3908 -0.05 0.01 0.16
N 2.5343 1.6274 4.0726 -0.06 -0.08 -0.12
C 3.2441 0.5510 3.7759 0.11 -0.06 0.12
C 2.8806 -0.3299 2.7629 -0.24 0.07 -0.05
N 1.7692 -0.1339 2.0547 0.62 0.71 -0.03
C -3.3993 3.0907 1.0949 0.04 0.02 0.01
C -2.9673 4.4081 1.2688 0.04 0.06 -0.04
C -3.9003 5.4389 1.3278 0.10 -0.12 0.00
N -5.1356 5.0391 1.2129 -0.16 0.18 0.02
C -5.6814 3.8674 1.0448 0.12 -0.10 -0.03
C -4.7640 2.8233 0.9737 -0.07 -0.05 0.02
H -1.0060 -3.7589 -3.6223 0.00 -0.01 0.01
H 0.7709 -3.3269 -1.9287 0.10 0.07 -0.05
H -3.2272 -0.6418 -2.1413 -0.01 0.01 0.00
H -3.3458 1.0530 -0.6746 -0.02 0.01 0.00
H -1.1754 2.8028 2.6067 -0.01 0.03 0.00
H 0.8154 2.6678 3.6470 -0.02 0.01 0.01
H 4.1499 0.3793 4.3431 0.01 -0.01 0.00
H 3.4788 -1.1906 2.5084 0.07 0.02 -0.03
H -1.9174 4.6649 1.3082 0.02 -0.01 0.00
H -3.6678 6.4910 1.4376 -0.02 0.04 -0.01
H -6.7577 3.7644 0.9863 -0.04 0.01 0.01
H -5.1454 1.8181 0.8573 0.00 -0.01 0.01
O 0.1034 2.4668 -0.6740 -0.06 0.15 -0.13
C 0.7354 1.6329 -1.3098 0.11 -0.03 0.18
O 1.4915 0.7239 -0.7620 -0.07 -0.31 0.22
C 0.6789 1.6030 -2.8068 -0.08 0.08 -0.18
C 0.2931 2.7477 -3.5003 -0.07 -0.03 0.08
C 0.1680 2.7217 -4.8782 0.03 -0.07 0.02
C 0.4151 1.5281 -5.5317 -0.04 0.00 -0.07
C 0.8093 0.3765 -4.8781 -0.01 0.10 0.03
C 0.9543 0.4283 -3.5017 0.09 -0.02 0.07
N 0.2436 1.4800 -7.0024 0.04 0.01 0.02
O 0.3518 0.3977 -7.5355 0.01 -0.06 -0.03
O 0.0031 2.5234 -7.5665 -0.03 0.05 -0.02
H 0.0930 3.6541 -2.9464 0.00 0.02 0.01
H -0.1170 3.5922 -5.4495 0.00 0.01 0.01
H 1.0083 -0.5187 -5.4481 0.00 -0.01 0.01
H 1.3073 -0.4394 -2.9619 0.03 -0.02 -0.01
C 4.1481 -0.6694 -0.2248 -0.12 0.12 -0.16
C 2.8831 -1.3286 -0.7095 -0.05 -0.71 0.43
O 2.8566 -1.9544 -1.7411 -0.04 -0.11 -0.20
H 3.9341 0.2952 0.2295 0.05 0.01 0.06
H 4.8468 -0.5456 -1.0503 0.00 -0.03 0.00
H 4.5954 -1.3410 0.5133 0.05 0.06 0.03
S 2.1647 -5.4535 1.2319 0.05 -0.03 -0.10
C 2.0311 -3.9761 0.4151 0.11 0.35 -0.06
N 1.4562 -2.9907 1.0613 -0.67 -0.38 0.82
C 1.0353 -3.4324 2.3365 -0.01 0.12 -0.26
C 0.3257 -2.6976 3.2903 -0.01 -0.01 -0.06
C 0.0087 -3.3065 4.4830 0.01 -0.04 0.03
C 0.3734 -4.6360 4.7451 -0.03 0.05 0.02
C 1.0450 -5.3801 3.8041 0.00 0.04 -0.06
C 1.3664 -4.7611 2.5942 -0.03 -0.05 0.19
H 2.4516 -3.8443 -0.5712 -0.02 0.01 -0.03
H 0.0065 -1.6860 3.0861 0.02 0.01 -0.02
H -0.5407 -2.7536 5.2320 -0.01 0.01 0.02
H 0.1093 -5.0847 5.6922 0.00 0.00 0.01
H 1.3091 -6.4115 3.9893 0.01 -0.02 0.00

***

Entry 2:
19
Properties=species:S:1:pos:R:3:forces:R:3 method="wB97M-V/def2-TZVPD" smiles=CC#CCCCC homo_ev=-9.303 e_above_lowest_kj_mol=126.62 orbital_gap_ev=10.39 charge=0
C -2.3445 -2.4882 -2.3664 -0.10 -0.03 -0.05
C -1.2298 -1.8196 -1.7026 0.35 0.20 0.23
C -0.3210 -1.2262 -1.1817 -0.37 -0.14 -0.30
C 0.7232 -0.3402 -0.6675 0.10 0.06 0.00
C 0.4173 0.2436 0.7225 -0.03 0.02 0.03
C 1.2685 1.4776 1.0129 0.05 0.02 -0.05
C 0.9423 2.1453 2.3463 0.00 0.01 0.06
H -3.1766 -2.6305 -1.6700 0.09 -0.05 -0.12
H -2.0438 -3.4626 -2.7632 -0.08 0.12 0.08
H -2.7019 -1.8744 -3.2010 0.03 -0.14 0.12
H 0.8183 0.4756 -1.3982 0.04 -0.04 0.19
H 1.6938 -0.8530 -0.6593 -0.15 0.06 0.04
H -0.6454 0.5121 0.7814 0.15 -0.04 -0.07
H 0.5863 -0.5241 1.4898 -0.05 0.11 -0.13
H 1.1153 2.2024 0.2015 0.04 -0.09 0.10
H 2.3311 1.2008 0.9817 -0.12 0.05 0.01
H -0.1084 2.4569 2.3820 0.15 -0.06 -0.01
H 1.1166 1.4673 3.1897 -0.02 0.07 -0.13
H 1.5586 3.0374 2.5021 -0.09 -0.14 -0.01

***

Entry 3:
25
Properties=species:S:1:pos:R:3:forces:R:3 method="wB97M-V/def2-TZVPD" homo_ev=-13.491 e_above_lowest_kj_mol=1011.58 orbital_gap_ev=6.27 charge=+1
C 0.6050 1.7640 -0.0912 -1.36 -1.02 2.02
C -0.2047 1.1076 1.0690 3.01 -0.58 -0.01
C -0.3304 -0.3862 0.9993 -4.59 1.84 0.02
C -0.7071 -0.9088 -0.3814 0.61 0.54 -1.03
N -1.7625 -0.0978 -1.0069 -0.01 -0.33 1.55
C -3.0975 -0.3976 -0.5287 -1.06 -0.15 -0.19
N 2.3654 0.6609 -0.0987 -0.86 0.31 -1.08
H 0.5985 1.6181 -1.1627 -0.74 -0.49 0.20
H 0.5791 2.8287 0.1697 1.08 -0.02 -0.19
H -1.1386 1.5958 1.2182 -1.13 0.10 -0.19
H 0.3429 1.3079 2.0478 -0.49 0.22 -1.20
H 0.7412 -0.8156 1.1720 2.68 -1.21 0.28
H -0.9442 -0.7369 1.8417 0.55 -0.33 -0.19
H 0.1252 -0.5972 -1.0188 0.51 -1.02 0.10
H -0.8729 -1.9849 -0.3440 0.00 -0.08 -0.22
H -1.6855 -0.1820 -1.9997 0.10 -0.04 -0.47
H -3.3804 -1.4498 -0.5734 0.45 -0.41 0.37
H -3.2471 -0.0087 0.4743 0.04 -0.09 0.21
H -3.9061 0.0275 -1.1276 0.50 0.59 -0.19
H 1.3827 -1.1248 1.6673 -1.01 0.60 -0.92
H 2.7725 0.2407 0.7400 -0.62 0.66 1.01
H 1.9050 1.5988 0.1624 2.30 1.35 0.40
H 2.8075 -0.6897 -1.0205 0.37 -0.51 -0.38
H 4.0031 -1.7347 -1.0771 0.01 0.18 -0.12
O 3.0489 -1.6355 -1.1312 -0.34 -0.14 0.22